Molecular formula: C17H12Cl2N4O2
Method: DFT, ωB97M-V/def2-TZVPD

The highest occupied orbital energy is -0.319 Eh. The SMILES is O=C(c1ccc(Cl)cc1)c1c[nH]c(C(=O)NNc2cccc(Cl)n2)c1. Its max |F| is 2.78 eV Å⁻¹. The multiplicity is 1. The gap between HOMO and LUMO comes out at 0.30683 Ha. The LUMO energy is -0.335 eV.

Last column: Mulliken charge in e.
Geometry (Å):
O1 1.347 -3.100 0.238  -0.616
C1 0.423 -2.923 1.017  0.228
C2 0.037 -3.986 1.905  0.364
C3 0.592 -5.267 1.784  -0.380
C4 0.161 -6.327 2.594  -0.427
C5 -0.764 -6.107 3.631  0.252
Cl1 -1.273 -7.424 4.683  -0.202
C6 -1.234 -4.808 3.820  -0.684
C7 -0.832 -3.755 2.992  -0.337
C8 -0.351 -1.664 0.844  0.267
C9 -1.715 -1.389 0.963  -0.807
N1 -1.908 -0.057 0.592  -0.041
C10 -0.729 0.557 0.239  0.329
C11 -0.634 1.972 -0.241  0.203
O2 -1.638 2.621 -0.263  -0.664
N2 0.544 2.608 -0.498  -0.036
N3 0.656 4.044 -0.766  -0.421
C12 0.821 4.509 -2.057  0.384
C13 1.483 3.787 -3.087  -0.273
C14 1.607 4.349 -4.384  -0.482
C15 1.101 5.637 -4.532  -0.372
C16 0.454 6.262 -3.452  0.233
Cl2 -0.181 7.839 -3.687  -0.185
N4 0.348 5.720 -2.271  -0.474
C17 0.268 -0.380 0.431  -0.382
H1 1.415 -5.409 1.057  0.418
H2 0.573 -7.341 2.505  0.363
H3 -1.945 -4.657 4.653  0.337
H4 -1.289 -2.787 3.184  0.558
H5 -2.414 -2.152 1.337  0.531
H6 -2.798 0.416 0.555  0.225
H7 1.413 2.062 -0.365  0.250
H8 0.020 4.654 -0.231  0.349
H9 1.831 2.791 -2.859  0.351
H10 2.103 3.780 -5.179  0.391
H11 1.171 6.181 -5.470  0.370
H12 1.338 -0.257 0.319  0.382

***

Molecular formula: C38H50ClO4S3SiY
Method: DFT, ωB97M-V/def2-TZVPD

The highest occupied orbital energy is -0.272 Eh. Its max |F| is 0.72 eV Å⁻¹. The multiplicity is 1. The gap between HOMO and LUMO comes out at 0.28371 Ha. The LUMO energy is 0.330 eV.

Last column: Mulliken charge in e.
Geometry (Å):
Y1 -0.061 0.789 -0.546  -0.485
C1 3.593 2.335 -1.670  -0.807
C2 3.293 3.837 -1.600  0.410
C3 4.270 4.536 -0.661  -1.789
C4 1.836 4.042 -1.239  0.503
C5 0.860 3.898 -2.225  -0.656
C6 -0.490 3.972 -1.920  -0.513
C7 -0.912 4.206 -0.608  0.944
C8 -2.375 4.349 -0.286  -1.490
C9 0.062 4.370 0.370  -0.478
C10 1.414 4.296 0.061  -0.118
H1 4.628 2.154 -1.965  0.559
H2 2.940 1.841 -2.393  -0.026
H3 3.440 1.872 -0.689  0.001
H4 3.429 4.252 -2.604  0.577
H5 4.265 4.080 0.331  0.284
H6 4.034 5.594 -0.548  0.408
H7 5.286 4.452 -1.049  0.459
H8 1.163 3.697 -3.246  0.293
H9 -1.232 3.847 -2.698  0.287
H10 -2.740 5.331 -0.592  0.446
H11 -2.557 4.247 0.784  0.238
H12 -2.978 3.604 -0.810  0.292
H13 -0.239 4.540 1.397  0.253
H14 2.137 4.406 0.858  0.206
C11 5.114 -3.229 -1.080  -0.504
C12 4.428 -4.094 -0.012  -0.766
S1 3.562 -3.165 1.275  -0.142
C13 1.845 -3.201 0.707  0.226
C14 1.540 -2.688 -0.691  -0.668
S2 2.181 -1.015 -1.043  0.386
C15 2.523 -1.222 -2.826  -0.831
C16 3.933 -1.690 -3.159  -0.974
S3 4.394 -3.391 -2.739  -0.197
H15 6.164 -3.510 -1.153  0.507
H16 5.076 -2.179 -0.794  0.223
H17 5.181 -4.685 0.509  0.456
H18 3.738 -4.811 -0.459  0.357
H19 1.298 -2.638 1.462  -0.857
H20 1.454 -4.219 0.765  0.637
H21 0.463 -2.715 -0.870  -0.021
H22 2.018 -3.325 -1.436  0.584
H23 2.362 -0.253 -3.277  0.507
H24 1.769 -1.890 -3.239  0.560
H25 4.673 -0.999 -2.752  0.277
H26 4.037 -1.648 -4.245  0.500
C17 0.239 0.292 3.717  -1.863
C18 1.095 0.241 2.455  4.240
C19 2.574 0.103 2.806  -1.963
C20 0.829 1.440 1.525  -1.538
H27 0.400 -0.588 4.345  0.419
H28 -0.826 0.364 3.488  0.272
H29 0.504 1.177 4.303  0.472
H30 0.817 -0.693 1.931  -2.095
H31 2.905 0.986 3.360  0.435
H32 3.189 0.020 1.907  0.324
H33 2.766 -0.778 3.424  0.431
H34 1.772 1.970 1.330  0.398
H35 0.183 2.181 2.015  0.390
O1 -1.664 1.252 -2.474  -0.623
Cl1 -0.790 0.476 -3.352  1.575
O2 -0.630 -0.822 -2.727  -0.482
O3 -1.276 0.403 -4.668  -0.735
O4 0.507 1.139 -3.269  -0.564
C21 -5.905 -0.966 -2.756  -0.565
C22 -6.005 -0.228 -1.588  -0.800
C23 -4.950 -0.202 -0.685  -0.555
C24 -3.764 -0.898 -0.926  0.633
C25 -3.690 -1.640 -2.110  0.037
C26 -4.742 -1.680 -3.012  -0.977
Si1 -2.316 -0.811 0.301  1.969
C27 -3.039 0.018 1.855  0.080
C28 -2.928 1.404 1.976  0.267
C29 -3.403 2.091 3.084  -0.415
C30 -3.998 1.388 4.121  -0.685
C31 -4.131 0.009 4.024  -0.735
C32 -3.665 -0.661 2.902  -0.093
C33 -1.907 -2.590 0.845  0.399
C34 -1.257 -2.774 2.073  -0.342
C35 -0.902 -4.034 2.531  -0.690
C36 -1.160 -5.153 1.751  -0.717
C37 -1.794 -4.997 0.527  -0.678
C38 -2.172 -3.734 0.090  -0.400
H36 -6.727 -0.990 -3.461  0.376
H37 -6.909 0.327 -1.373  0.416
H38 -5.062 0.374 0.227  0.343
H39 -2.793 -2.197 -2.344  0.376
H40 -4.652 -2.266 -3.918  0.420
H41 -2.448 1.977 1.186  -0.460
H42 -3.302 3.168 3.144  0.411
H43 -4.352 1.908 5.002  0.365
H44 -4.601 -0.545 4.826  0.399
H45 -3.784 -1.737 2.846  0.444
H46 -1.044 -1.914 2.699  0.484
H47 -0.416 -4.142 3.493  0.427
H48 -0.878 -6.139 2.098  0.365
H49 -2.015 -5.864 -0.083  0.436
H50 -2.702 -3.645 -0.852  0.316

***

Molecular formula: C33H41LuN5
Method: DFT, ωB97M-V/def2-TZVPD

The highest occupied orbital energy (spin up / spin down) is -0.053 / -0.053 Eh. Its max |F| is 7.06 eV Å⁻¹. The multiplicity is 1. The gap between HOMO and LUMO (spin up / spin down) comes out at 0.14184 / 0.14203 Ha. The LUMO energy (spin up / spin down) is 2.417 / 2.417 eV. Its charge is -1.

Last column: Mulliken charge in e.
Geometry (Å):
Lu1 -0.637 -0.036 -0.063  0.941
N1 -5.417 -0.092 0.749  -0.599
N2 -0.125 3.031 0.763  -0.619
C1 0.614 -1.508 -1.754  0.491
C2 -0.527 -0.923 -2.382  -0.121
C3 -1.676 -1.625 -1.906  0.592
C4 -3.034 -1.445 -2.332  -1.634
H1 -3.212 -0.622 -3.019  0.353
H2 -3.745 -0.759 -1.177  0.388
H3 -3.682 -2.325 -2.411  0.257
C5 -1.261 -2.561 -0.918  0.388
C6 -2.175 -3.486 -0.200  -1.646
H4 -2.432 -4.371 -0.806  0.344
H5 -3.136 -3.019 0.069  0.312
H6 -1.733 -3.861 0.731  0.319
C7 0.154 -2.524 -0.858  1.121
C8 0.991 -3.473 -0.082  -1.815
H7 0.589 -3.598 0.932  0.347
H8 2.020 -3.109 0.013  0.381
H9 1.049 -4.487 -0.514  0.328
C9 -0.540 0.195 -3.370  -0.855
H10 -0.450 -0.155 -4.415  0.345
H11 0.295 0.895 -3.209  -0.261
H12 -1.459 0.796 -3.310  0.312
C10 2.037 -1.146 -1.998  -1.051
H13 2.652 -1.338 -1.107  0.254
H14 2.145 -0.078 -2.230  -0.067
H15 2.508 -1.695 -2.833  0.284
C11 -5.784 -0.282 1.965  -0.120
H16 -6.581 -1.014 2.099  0.356
C12 -5.275 0.450 3.048  -0.660
H17 -5.796 0.394 4.010  0.490
C13 -4.176 1.264 2.765  -0.441
H18 -3.803 1.924 3.586  0.294
C14 -3.498 1.209 1.521  0.023
H19 -2.551 1.779 1.318  0.201
C15 -4.108 0.303 0.558  -0.017
C16 -3.909 0.236 -0.755  -0.434
H20 -2.992 0.866 -0.922  0.170
C17 0.784 2.179 0.181  -0.835
C18 -0.473 3.807 -0.501  -0.871
H21 -1.418 4.232 -0.966  0.286
C19 0.804 4.106 -1.015  0.016
H22 1.194 5.109 -1.373  0.426
N3 1.654 3.020 -0.601  0.392
C20 2.930 2.680 -0.916  0.181
C21 3.323 2.943 -2.224  1.296
C22 4.598 2.470 -2.576  -1.118
H23 4.943 2.745 -3.568  0.308
C23 5.351 1.701 -1.704  0.950
C24 6.736 1.322 -2.081  -1.564
H24 6.990 0.331 -1.713  0.379
H25 7.461 2.024 -1.663  0.292
H26 6.853 1.338 -3.162  0.360
C25 4.817 1.282 -0.482  -0.856
H27 5.365 0.604 0.170  0.369
C26 3.574 1.759 -0.057  0.650
C27 2.970 1.273 1.225  -1.035
H28 2.263 1.962 1.713  0.459
H29 3.778 1.062 1.953  0.583
H30 2.461 0.301 1.086  -0.320
C28 2.397 3.582 -3.196  -1.349
H31 1.981 4.544 -2.862  0.277
H32 1.550 2.931 -3.477  0.119
H33 2.991 3.778 -4.099  0.401
C29 -3.350 -2.210 4.391  -1.286
C30 -2.158 -1.923 3.583  0.889
C31 -0.821 -1.970 3.920  -1.264
C32 -0.076 -1.562 2.841  0.352
N4 -0.940 -1.188 1.838  -0.037
N5 -2.187 -1.501 2.311  0.928
C33 1.388 -1.501 2.734  -1.091
H34 -3.023 -2.511 5.396  0.381
H35 -4.002 -1.334 4.507  0.158
H36 -3.956 -3.029 3.986  0.264
H37 -0.415 -2.277 4.883  0.424
H38 -3.036 -1.387 1.760  -0.170
H39 1.766 -0.476 2.860  0.279
H40 1.818 -2.104 3.552  0.393
H41 1.775 -1.922 1.792  0.029

***

Molecular formula: C4H5NO
Method: DFT, ωB97M-V/def2-TZVPD

The highest occupied orbital energy is -0.385 Eh. The SMILES is C[C@H](C#N)C=O. Its max |F| is 2.48 eV Å⁻¹. The multiplicity is 1. The gap between HOMO and LUMO comes out at 0.40447 Ha. The LUMO energy is 0.523 eV.

Last column: Mulliken charge in e.
Geometry (Å):
C1 -1.063 -0.630 0.528  -1.209
C2 0.252 0.125 0.436  0.433
C3 -0.035 1.466 -0.539  0.084
N1 -0.378 2.279 -1.307  -0.421
C4 1.307 -0.237 -0.530  -0.082
O1 1.278 -1.260 -1.152  -0.468
H1 -1.640 -0.121 1.306  0.328
H2 -1.587 -0.556 -0.424  0.343
H3 -0.991 -1.686 0.817  0.353
H4 0.765 0.065 1.446  0.309
H5 2.093 0.557 -0.582  0.329

***

no.,M (g mol⁻¹),calculated total energy (Eh)
1,375.21,-1944.8945
2,819.46,-3761.3144
3,682.69,-2791.0544
4,83.09,-285.3355